Record 1
Density functional theory data (the ωB97M-V functional and the def2-TZVPD basis) for 9 unconnected molecules or ions with the total composition C17H25BrCl24NO2P.

Calculated values
structure (SMILES): C=CC(=O)OCCCCCCP(N)Br.ClC(Cl)Cl.ClC(Cl)Cl.ClC(Cl)Cl.ClC(Cl)Cl.ClC(Cl)Cl.ClC(Cl)Cl.ClC(Cl)Cl.ClC(Cl)Cl
LUMO level: -0.063 hartree
gap between HOMO and LUMO: 6.825 eV
DFT total energy: -403480.024 eV

Structure (ORCA input):
```
! RIJCOSX wB97M-V def2-TZVPD def2/J DEFGRID3
* xyz 0 1
C -1.875 -1.116 -4.879
C -0.613 -0.732 -4.188
C 0.071 -1.497 -2.907
O 0.591 -2.732 -3.144
O 0.145 -0.992 -1.527
C 0.659 0.387 -1.461
C 1.975 0.521 -0.448
C 1.649 0.130 1.111
C 0.993 1.334 2.009
C 1.624 2.824 1.743
C 0.429 3.755 1.119
P 0.976 4.981 -0.238
N -0.511 5.972 -0.574
Br 1.355 3.847 -2.168
H -2.908 -0.807 -4.400
H -1.832 -1.662 -5.913
H -0.078 0.257 -4.582
H 1.063 0.751 -2.524
H -0.191 1.178 -1.184
H 2.487 1.561 -0.606
H 2.753 -0.289 -0.853
H 0.834 -0.741 1.071
H 2.577 -0.317 1.705
H 1.198 1.062 3.153
H -0.196 1.368 1.922
H 1.869 3.276 2.820
H 2.634 2.842 1.152
H -0.012 4.409 2.014
H -0.490 3.143 0.687
H -0.772 6.524 0.274
H -1.317 5.293 -0.727
C -1.909 2.406 -7.320
Cl -1.700 0.839 -6.520
Cl -0.919 2.494 -8.786
Cl -3.616 2.685 -7.704
H -1.579 3.190 -6.633
C -3.330 -1.705 -0.414
Cl -4.005 -3.330 -0.625
Cl -4.502 -0.475 -0.918
Cl -2.842 -1.447 1.269
H -2.444 -1.616 -1.047
C -6.343 2.666 -5.054
Cl -5.829 4.361 -4.998
Cl -5.291 1.663 -4.040
Cl -8.032 2.510 -4.542
H -6.262 2.315 -6.086
C 3.346 4.318 5.384
Cl 1.698 3.674 5.489
Cl 4.535 3.025 5.617
Cl 3.600 5.123 3.826
H 3.479 5.055 6.179
C -4.957 -6.270 1.659
Cl -6.077 -5.567 2.838
Cl -3.842 -7.394 2.454
Cl -5.848 -7.088 0.365
H -4.372 -5.460 1.215
C 3.412 -4.537 -3.717
Cl 4.336 -5.591 -4.801
Cl 2.446 -5.500 -2.586
Cl 4.496 -3.446 -2.837
H 2.732 -3.932 -4.322
C 3.403 -1.216 4.935
Cl 4.054 -1.116 6.580
Cl 1.653 -0.938 4.941
Cl 4.213 -0.051 3.874
H 3.591 -2.221 4.550
C 3.519 -4.503 8.694
Cl 3.852 -3.548 10.148
Cl 1.956 -4.047 7.994
Cl 4.816 -4.299 7.505
H 3.475 -5.558 8.977
*
```

***

Record 2
Density functional theory data (the ωB97M-V functional and the def2-TZVPD basis) for C7H10 in the gas phase.

Calculated values
structure (SMILES): C=CC(=C)/C=C/C
LUMO level: 0.041 hartree
ΔE to the lowest compared entry with this formula, charge and spin: 320.12 kJ/mol
gap between HOMO and LUMO: 9.695 eV
DFT total energy: -7417.717 eV

Structure (ORCA input):
```
! RIJCOSX wB97M-V def2-TZVPD def2/J DEFGRID3
* xyz 0 1
C 0.544 1.691 0.601
C -0.495 2.021 1.390
C -0.036 1.502 -1.868
C 0.285 0.855 -0.739
C 0.254 -0.561 -0.719
C -0.177 -1.254 0.366
C -0.063 -2.773 0.460
H 1.722 1.947 0.710
H -0.384 2.399 2.360
H -1.560 1.695 1.098
H 0.053 2.599 -2.073
H -0.276 1.095 -2.818
H 0.861 -1.173 -1.429
H -0.702 -0.935 1.206
H 0.852 -3.111 -0.102
H 0.123 -2.976 1.572
H -1.001 -3.020 -0.014
*
```

***

Record 3
Density functional theory data (the ωB97M-V functional and the def2-TZVPD basis) for B2F4O in the gas phase.

Calculated values
structure (SMILES): FB(F)OB(F)F
LUMO level: 0.010 hartree
gap between HOMO and LUMO: 13.523 eV
DFT total energy: -14279.259 eV

Structure (ORCA input):
```
! RIJCOSX wB97M-V def2-TZVPD def2/J DEFGRID3
* xyz 0 1
F -0.348 0.258 -2.127
F 1.659 1.204 -1.349
F -1.587 -1.158 0.957
F 0.122 -0.520 2.362
O 0.112 0.147 0.111
B 0.483 0.576 -1.120
B -0.441 -0.506 1.166
*
```

***

Record 4
Density functional theory data (the ωB97M-V functional and the def2-TZVPD basis) for C4H3FN2 in the gas phase.

Calculated values
structure (SMILES): FC=C1C=NN=C1
LUMO level: -0.036 hartree
ΔE to the lowest compared entry with this formula, charge and spin: 230.12 kJ/mol
gap between HOMO and LUMO: 9.390 eV
DFT total energy: -9891.837 eV

Structure (ORCA input):
```
! RIJCOSX wB97M-V def2-TZVPD def2/J DEFGRID3
* xyz 0 1
C 0.479 -1.530 0.300
C -0.019 -0.327 -0.014
C -1.346 -0.009 -0.558
C 0.550 1.014 0.124
H -0.066 -2.469 0.246
H -2.091 -0.764 -0.786
H 1.569 1.234 0.505
N -1.531 1.246 -0.651
N -0.356 1.929 -0.206
F 1.757 -1.679 0.769
*
```

***

Record 5
Density functional theory data (the ωB97M-V functional and the def2-TZVPD basis) for 2 unconnected molecules or ions with the total composition C8H21NSi.

Calculated values
LUMO level (spin up / spin down): 0.004 / 0.004 hartree
ΔE to the lowest compared entry with this formula, charge and spin: 485.67 kJ/mol
gap between HOMO and LUMO (spin up / spin down): 6.198 / 6.198 eV
DFT total energy: -17999.929 eV

Structure (ORCA input):
```
! RIJCOSX wB97M-V def2-TZVPD def2/J DEFGRID3
* xyz 0 1
C 0.667 2.030 1.097
C -1.224 1.098 2.274
C 1.161 0.147 2.564
C 0.516 0.564 -2.044
C 1.611 -1.498 -1.631
C -0.975 -1.462 -2.331
C 0.124 0.762 1.620
C 0.173 -0.810 -1.573
N -0.805 -2.051 0.735
Si -0.221 -0.578 0.217
H 0.694 2.768 1.931
H 1.680 2.034 0.743
H 0.082 2.466 0.304
H -1.842 1.645 1.622
H -0.997 1.676 3.250
H -1.796 0.236 2.569
H 1.309 -0.917 2.436
H 2.152 0.453 2.263
H 1.046 0.353 3.590
H 0.994 0.474 -3.013
H -0.392 1.122 -2.167
H 0.998 1.083 -1.305
H 2.210 -0.953 -0.791
H 2.001 -1.443 -2.635
H 1.626 -2.479 -1.163
H -1.268 -2.535 -2.122
H -1.861 -0.923 -2.021
H -0.651 -1.517 -3.337
H -1.370 -2.382 1.569
H -0.688 -2.870 0.138
H -2.219 1.724 -0.926
*
```

***

Record 6
Density functional theory data (the ωB97M-V functional and the def2-TZVPD basis) for 4 unconnected molecules or ions with the total composition C3H14O3S.

Calculated values
structure (SMILES): CCSC.O.O.O
LUMO level: 0.012 hartree
ΔE to the lowest compared entry with this formula, charge and spin: 223.40 kJ/mol
gap between HOMO and LUMO: 9.142 eV
DFT total energy: -20313.920 eV

Structure (ORCA input):
```
! RIJCOSX wB97M-V def2-TZVPD def2/J DEFGRID3
* xyz 0 1
C 1.756 -2.275 0.504
C 1.635 -0.850 0.108
S 0.170 -0.126 -0.779
C 1.052 1.455 -1.362
H 2.756 -2.782 0.415
H 1.394 -2.469 1.518
H 1.108 -2.932 0.039
H 2.063 -0.145 0.843
H 2.581 -0.659 -0.635
H 2.025 1.076 -1.630
H 0.949 2.124 -0.518
H 0.621 2.001 -2.262
H 3.634 0.611 2.737
H 5.267 0.009 2.302
O 4.314 -0.145 2.666
H -1.571 2.364 0.347
H -2.909 1.670 0.038
O -2.533 2.352 0.599
H -5.655 -1.228 -1.728
H -5.772 0.158 -0.990
O -6.267 -0.677 -1.203
*
```